Entry 1:
The following is a quantum chemistry calculation of a cluster of 14 separate species, C54H149N13O14 in total at a distorted geometry, from OMol25.

Structure (XYZ):
```
230
Properties=species:S:1:pos:R:3
C 16.231 22.465 12.769
C 15.226 21.289 12.513
C 13.727 21.689 12.385
O 13.535 22.625 11.347
C 12.176 23.040 11.147
N 15.560 20.587 11.314
H 15.953 22.986 13.699
H 16.383 23.202 11.969
H 17.188 22.021 12.990
H 15.338 20.599 13.380
H 13.368 22.056 13.370
H 13.099 20.831 12.100
H 12.107 23.585 10.200
H 11.901 23.686 11.975
H 11.521 22.173 11.100
H 15.349 21.226 10.526
H 16.550 20.458 11.323
C 17.776 14.301 22.542
C 16.840 14.733 21.452
C 16.584 13.853 20.319
O 17.659 13.624 19.409
C 17.369 12.546 18.446
N 15.531 15.053 22.120
H 18.840 14.097 22.205
H 17.415 13.376 22.913
H 17.783 15.028 23.330
H 17.191 15.669 21.010
H 15.727 14.274 19.773
H 16.183 12.897 20.685
H 18.355 12.193 18.142
H 16.787 12.916 17.628
H 16.844 11.720 18.900
H 14.866 15.420 21.460
H 14.997 14.109 22.268
C 20.093 17.729 10.567
C 19.181 18.742 11.202
C 18.821 18.355 12.690
O 17.995 19.270 13.304
C 17.679 18.901 14.631
N 19.810 20.091 11.106
H 19.573 16.755 10.488
H 21.017 17.694 11.094
H 20.287 18.032 9.553
H 18.277 18.759 10.585
H 19.738 18.318 13.276
H 18.439 17.305 12.716
H 18.562 18.714 15.299
H 16.977 18.073 14.584
H 17.099 19.737 15.027
H 19.401 20.720 11.832
H 20.792 20.072 11.306
C 8.579 22.452 13.296
C 9.292 21.165 13.625
C 10.118 21.303 14.903
O 11.112 22.328 14.733
C 11.092 23.429 15.569
N 8.275 20.088 13.770
H 9.278 23.312 13.280
H 7.837 22.629 14.100
H 8.051 22.439 12.351
H 9.973 20.914 12.803
H 10.682 20.327 15.135
H 9.501 21.492 15.789
H 11.479 23.203 16.590
H 10.102 23.909 15.647
H 11.693 24.202 15.079
H 8.766 19.207 14.008
H 7.670 20.039 12.896
C 15.813 16.125 16.922
C 14.745 15.434 16.036
C 13.817 16.555 15.603
O 14.473 17.499 14.757
C 13.661 18.554 14.273
N 15.351 14.555 15.017
H 15.396 16.659 17.813
H 16.397 16.803 16.314
H 16.517 15.340 17.329
H 14.082 14.804 16.669
H 13.325 17.043 16.491
H 12.998 16.118 14.971
H 13.535 19.285 15.076
H 12.658 18.290 13.914
H 14.212 19.054 13.436
H 14.766 13.679 15.032
H 15.325 14.936 14.105
C 14.642 18.462 20.927
C 13.209 17.834 20.694
C 12.335 18.762 19.844
O 12.781 18.874 18.524
C 11.924 19.763 17.803
N 13.496 16.578 20.005
H 15.114 18.493 19.939
H 15.337 17.977 21.610
H 14.588 19.472 21.256
H 12.673 17.615 21.641
H 12.291 19.681 20.406
H 11.308 18.507 19.696
H 10.889 19.327 17.831
H 12.232 19.670 16.772
H 12.000 20.740 18.214
H 13.645 16.729 18.961
H 12.562 16.163 20.018
C 19.295 20.942 17.488
C 18.177 20.674 18.508
C 16.892 20.255 17.873
O 16.387 21.168 16.960
C 15.027 21.082 16.843
N 18.642 19.711 19.551
H 19.453 20.003 16.963
H 20.226 21.187 17.937
H 18.894 21.652 16.749
H 17.974 21.615 19.014
H 16.112 19.982 18.652
H 17.046 19.338 17.227
H 14.503 21.765 17.559
H 14.614 20.090 17.015
H 14.849 21.545 15.864
H 18.438 20.086 20.498
H 19.575 19.333 19.456
C 9.919 16.836 16.300
C 8.866 16.132 15.403
C 9.418 15.897 14.018
O 10.082 17.086 13.498
C 10.662 17.066 12.192
N 8.499 14.805 15.958
H 10.960 16.721 16.005
H 9.745 16.597 17.333
H 9.765 17.933 16.147
H 7.935 16.688 15.432
H 8.624 15.590 13.317
H 10.125 15.056 14.182
H 10.898 18.128 11.986
H 9.886 16.768 11.425
H 11.572 16.431 12.118
H 7.684 14.348 15.509
H 9.274 14.153 15.884
C 20.809 13.449 15.236
C 19.421 14.109 15.561
C 19.371 15.365 14.719
O 20.572 16.136 14.740
C 20.944 16.580 16.031
N 18.349 13.159 15.100
H 20.696 12.978 14.242
H 21.138 12.650 15.894
H 21.656 14.105 15.231
H 19.310 14.441 16.566
H 18.457 15.950 14.893
H 19.252 15.061 13.677
H 21.814 17.269 15.928
H 21.169 15.761 16.735
H 20.096 17.194 16.412
H 17.374 13.568 15.219
H 18.280 12.302 15.597
C 13.826 11.970 17.762
C 12.849 11.650 16.592
C 11.599 12.424 16.773
O 10.720 12.387 15.645
C 9.633 11.424 15.737
N 13.514 12.049 15.365
H 13.502 11.487 18.675
H 13.791 13.074 17.880
H 14.869 11.597 17.566
H 12.642 10.588 16.461
H 11.786 13.541 16.864
H 11.013 12.086 17.642
H 10.040 10.455 15.933
H 9.044 11.356 14.844
H 8.981 11.786 16.567
H 12.830 12.099 14.596
H 14.169 11.323 15.077
C 23.618 17.471 19.167
C 22.845 17.530 20.432
C 21.754 16.462 20.472
O 20.936 16.615 19.312
C 19.794 15.724 19.425
N 23.849 17.294 21.518
H 24.301 16.613 19.078
H 24.213 18.373 19.030
H 22.997 17.373 18.307
H 22.441 18.533 20.482
H 21.112 16.510 21.325
H 22.234 15.406 20.478
H 19.108 15.989 18.590
H 19.345 15.926 20.409
H 20.115 14.676 19.414
H 23.494 17.731 22.376
H 24.719 17.710 21.229
C 15.914 17.236 11.711
C 14.613 17.086 10.921
C 14.913 17.618 9.541
O 13.756 17.765 8.715
C 12.946 18.907 9.067
N 14.158 15.707 10.948
H 15.933 16.886 12.780
H 16.228 18.286 11.789
H 16.739 16.704 11.229
H 13.856 17.718 11.361
H 15.514 16.849 9.048
H 15.432 18.567 9.647
H 12.749 18.883 10.136
H 11.957 18.875 8.629
H 13.445 19.859 8.865
H 13.480 15.618 10.165
H 14.981 15.168 10.732
C 18.811 9.457 14.499
C 17.383 9.819 14.849
C 16.477 8.649 14.551
O 15.119 9.152 14.630
C 14.069 8.189 14.585
N 17.253 10.282 16.229
H 18.910 9.285 13.431
H 19.169 8.618 15.027
H 19.486 10.334 14.577
H 17.073 10.632 14.230
H 16.535 7.829 15.273
H 16.638 8.131 13.606
H 14.126 7.547 13.657
H 13.139 8.765 14.558
H 14.167 7.629 15.458
H 16.301 10.128 16.584
H 17.956 9.884 16.840
C 17.017 13.562 10.603
C 17.765 13.797 11.900
O 17.907 12.485 12.467
H 17.544 12.813 10.022
H 16.821 14.519 10.134
H 16.022 13.135 10.735
H 17.172 14.425 12.593
H 18.757 14.153 11.608
H 17.984 12.639 13.429
```

## Properties
Orbital gap   9.2 eV
Relative energy (zero: lowest compared OMol25 entry of this formula, charge and spin)   0.0 kJ/mol
Charge   0
HOMO energy   -8.74 eV
Molar mass   1204.86 g/mol

Entry 2:
The following is a quantum chemistry calculation of a structure of composition C28H21BrClFN2O4Pt, from OMol25.

Structure (XYZ):
```
59
Properties=species:S:1:pos:R:3
Pt -0.366 1.062 0.623
C 1.262 -2.787 1.759
O 1.421 -1.540 1.106
C 2.332 -1.464 0.118
C 3.239 -2.463 -0.207
C 4.187 -2.230 -1.197
Br 5.431 -3.600 -1.597
C 4.254 -1.039 -1.881
C 3.320 -0.043 -1.586
C 2.376 -0.267 -0.600
O 1.477 0.750 -0.304
C 3.377 1.229 -2.326
N 4.490 1.770 -2.738
C 4.105 2.938 -3.374
C 4.891 3.930 -3.960
C 4.248 5.024 -4.500
C 2.848 5.142 -4.464
C 2.054 4.171 -3.885
C 2.712 3.071 -3.343
N 2.266 1.960 -2.664
H 0.998 -3.570 1.044
H 0.447 -2.652 2.462
H 2.169 -3.071 2.299
H 3.235 -3.405 0.319
H 5.001 -0.854 -2.639
H 1.956 1.599 -0.193
H 5.969 3.836 -3.972
H 4.829 5.812 -4.961
H 2.381 6.015 -4.900
H 0.977 4.270 -3.853
H 1.311 1.704 -2.475
Cl -6.442 -2.954 0.299
C -4.858 -2.246 0.178
C -3.861 -2.920 -0.565
C -2.612 -2.399 -0.682
C -2.250 -1.157 -0.062
O -1.058 -0.734 -0.207
C -3.276 -0.484 0.681
C -3.116 0.753 1.343
O -2.116 1.503 1.441
C -4.574 -1.066 0.778
H -4.110 -3.860 -1.041
H -1.841 -2.898 -1.252
H -4.002 1.135 1.859
H -5.340 -0.549 1.342
F 5.443 4.224 -0.434
C 4.208 3.918 0.003
C 3.115 4.493 -0.610
C 1.847 4.164 -0.149
C 1.651 3.272 0.909
C 0.268 2.876 1.334
C 2.794 2.713 1.497
C 4.071 3.029 1.053
H 3.255 5.170 -1.444
H 0.983 4.602 -0.637
H -0.440 3.614 0.945
H 0.178 2.880 2.424
H 2.668 2.003 2.308
H 4.954 2.591 1.499
```

## Properties
Orbital gap   7.8 eV
Relative energy (zero: lowest compared OMol25 entry of this formula, charge and spin)   0.0 kJ/mol
Charge   0
HOMO energy   -8.15 eV
Molar mass   778.92 g/mol

Number 1 is which compound?
C54H149N13O14